187
Properties=species:S:1:pos:R:3:forces:R:3 method="wB97M-V/def2-TZVPD" homo_ev=-9.334 largest_force_ev_per_a=3.31 e_tot_ev=-114849.60264 relative_energy_ev=0.806
N 5.00578 1.27484 1.95684 -0.4394 0.1119 -0.5570
C 4.69523 2.44359 1.35440 -1.2679 -1.2338 -0.1922
C 3.36477 2.78510 0.96460 0.1391 -1.2504 1.0708
C 2.31218 1.85666 1.23555 2.3603 -0.5585 0.4671
C 2.68547 0.58900 1.78982 0.1983 1.8493 -1.0496
C 4.04128 0.35946 2.10887 -1.5004 0.9959 0.5456
H 5.57385 3.03869 1.15368 -0.2423 0.5377 -0.0039
H 3.14449 3.76454 0.56638 0.0503 0.0417 -0.1262
H 1.27435 2.11271 1.08146 -0.1160 -0.0039 -0.2102
H 1.90399 -0.14235 1.93411 0.2624 -0.2247 0.2419
H 4.23432 -0.51424 2.71367 0.5434 -0.3409 -0.2638
N 1.98118 3.10202 5.78072 0.1225 -0.8250 -0.2671
C 1.91140 2.10590 4.85319 -1.7456 1.0436 0.9112
C 0.71969 1.35890 4.65929 1.6570 0.2572 0.1305
C -0.32525 1.55076 5.54219 0.2072 0.0112 0.2463
C -0.20288 2.50084 6.53845 0.2009 0.4949 0.1922
C 0.95566 3.28999 6.62085 -0.2372 -1.0782 -0.9497
H 2.79141 1.98850 4.23821 -0.0161 -0.1352 -0.1086
H 0.69790 0.61020 3.88124 -0.1519 -0.1417 -0.0157
H -1.21447 0.93789 5.53378 -0.0907 -0.1080 -0.3418
H -1.03091 2.60720 7.22363 0.0770 0.2296 0.2487
H 1.07745 4.05283 7.37560 -0.0323 0.1278 0.0309
N 3.49186 1.45048 -9.83706 0.2970 0.3774 0.2763
C 3.15825 1.64439 -8.56165 -2.2489 -0.3461 0.3090
C 1.85609 1.28537 -8.05267 2.1587 0.8497 -1.3089
C 0.94384 0.79741 -8.96447 -0.4159 -0.3827 0.5476
C 1.25832 0.64800 -10.30502 1.6340 0.3754 -0.2209
C 2.58130 0.98359 -10.68184 -1.4017 -0.4821 0.5939
H 3.84733 2.17236 -7.91914 0.3485 -0.2672 0.0620
H 1.57700 1.46453 -7.02486 0.1838 -0.0464 0.1132
H 0.00492 0.49856 -8.52230 -0.4757 -0.0308 -0.4852
H 0.60334 0.28337 -11.08248 -0.2892 -0.0479 0.2562
H 2.86730 0.83953 -11.71328 0.2479 0.0785 -0.1029
N 2.24891 -3.64042 -4.34672 -0.9435 0.6145 -0.3131
C 0.95032 -3.62037 -4.75543 1.5407 1.1418 -1.4113
C 0.43103 -2.57971 -5.59914 0.9189 -0.4770 0.7205
C 1.24850 -1.49830 -5.99148 0.4703 -1.3402 2.2127
C 2.55190 -1.48235 -5.41697 -1.0370 -0.3673 -0.6874
C 2.99924 -2.57534 -4.65396 -0.7179 0.5173 -0.8520
H 0.46378 -4.56637 -4.56902 -0.6649 0.2377 0.1636
H -0.59134 -2.59653 -5.94680 -0.1029 -0.2771 0.0026
H 0.79696 -0.71448 -6.58151 0.4271 0.0681 -0.1218
H 3.24556 -0.67744 -5.61022 0.0000 0.1181 -0.1213
H 4.04815 -2.56997 -4.39674 0.0226 -0.2624 0.4638
N 0.67896 -5.35522 1.00235 -0.6681 1.6118 -1.7953
C 0.46044 -4.61252 -0.13647 1.3427 -1.3845 1.0454
C 1.14156 -4.85426 -1.34080 -0.2326 -0.4388 0.6202
C 1.98081 -5.98994 -1.44349 -0.7082 0.9588 1.7412
C 2.16817 -6.71140 -0.24846 0.8158 -0.3695 -1.0766
C 1.56233 -6.34523 0.93173 -1.1497 1.1060 0.4922
H -0.14275 -3.73045 0.02006 -0.2057 -0.0509 -0.2697
H 1.01526 -4.11278 -2.11581 0.1140 -0.2643 -0.3078
H 2.56821 -6.21430 -2.32157 -0.1569 0.0147 -0.1308
H 2.87426 -7.52861 -0.24469 0.0441 -0.1469 0.0033
H 1.69489 -6.68862 1.94707 0.7137 -1.1139 -0.2239
N -5.64104 2.01220 -0.27145 -2.1969 -0.8670 0.5995
C -4.73475 2.55641 0.54895 -1.2737 0.0717 -0.8391
C -5.11954 3.27007 1.65715 -0.9248 1.3866 0.9629
C -6.48279 3.41791 2.01001 0.4955 -2.1496 -0.2507
C -7.41546 2.64519 1.30969 1.0375 -0.4645 -1.4448
C -6.97241 1.97787 0.12880 2.2268 1.3002 1.1256
H -3.70554 2.45664 0.23722 0.1861 0.0712 0.0906
H -4.40219 3.83690 2.23206 0.2820 -0.2309 0.1051
H -6.78981 3.81234 2.96738 0.1850 0.6233 -0.0991
H -8.43696 2.51078 1.63351 -0.0859 0.2409 0.0043
H -7.67021 1.40873 -0.46748 0.1056 0.0128 -0.2669
N -2.26821 -1.23485 3.61095 -0.6539 0.1930 -0.2500
C -3.38310 -0.47216 3.75051 0.8186 -2.1659 -0.4316
C -4.56948 -0.87556 3.16914 -0.9239 0.2296 -0.1457
C -4.62556 -1.99509 2.35728 0.1951 -0.4214 -0.2833
C -3.45545 -2.69222 2.10325 -0.8715 -0.2007 0.1393
C -2.35309 -2.33407 2.80535 1.4628 1.9826 0.5052
H -3.41077 0.38282 4.40977 0.5411 0.1526 0.0225
H -5.44870 -0.28609 3.38337 -0.2296 -0.0368 -0.1192
H -5.50329 -2.42902 1.90155 -0.4888 0.6199 0.0708
H -3.41292 -3.52850 1.42119 -0.1063 -0.1120 0.0011
H -1.42532 -2.83924 2.58076 0.3406 -0.1606 0.4920
N -5.31284 -0.69166 -3.38964 0.0128 -0.8066 0.9608
C -5.17702 -0.68846 -2.03533 0.5223 -0.5383 -0.6136
C -4.04244 -1.17785 -1.34986 -0.8639 0.4050 -1.3573
C -3.02871 -1.70517 -2.13449 -0.7222 -0.5751 0.2318
C -3.24728 -1.88728 -3.50001 -0.0913 -0.0840 -0.1823
C -4.40544 -1.38142 -4.10261 0.5126 0.8689 1.4865
H -6.04865 -0.36390 -1.48640 0.1111 0.4021 0.0087
H -3.96287 -1.21310 -0.27338 -0.1327 0.3176 0.0425
H -2.19863 -2.11870 -1.58100 0.4771 -0.0623 -0.4408
H -2.56207 -2.47786 -4.09001 0.2246 0.1020 -0.0638
H -4.58277 -1.44801 -5.16587 0.0072 -0.1199 -0.1239
N -1.80416 -3.63128 8.97013 -0.3059 0.5290 -0.8630
C -1.35353 -2.48531 9.49533 0.1725 -0.0416 -1.2854
C -0.81388 -1.45983 8.69571 0.2795 -1.1854 -1.3508
C -0.68364 -1.69394 7.27660 -0.7907 0.6661 2.5467
C -1.22048 -2.85803 6.75627 0.9355 0.0656 -0.3055
C -1.77782 -3.76567 7.61946 -0.1014 -0.5950 2.0649
H -1.42609 -2.44115 10.57199 0.1634 0.3130 0.1267
H -0.35692 -0.59262 9.14906 -0.1861 0.1871 -0.0081
H -0.24588 -0.90768 6.67947 0.1328 -0.1964 -0.2028
H -1.01201 -3.16415 5.74175 -0.4080 0.3018 -0.3022
H -2.18793 -4.71599 7.31105 0.0663 -0.0477 -0.4663
N 5.59608 -3.98308 -1.89431 -1.9545 2.4976 0.9314
C 4.53911 -3.70521 -1.02866 2.0844 -0.8052 -0.6076
C 4.07849 -2.44194 -0.72053 -0.3027 -0.0429 -0.3950
C 4.67178 -1.34091 -1.30332 0.6405 0.2068 -0.6570
C 5.67177 -1.53043 -2.26587 -0.7741 -0.7277 1.2083
C 6.05439 -2.85782 -2.50021 0.5436 -0.6822 0.1693
H 4.21139 -4.54407 -0.43258 -0.3469 -0.2421 -0.2871
H 3.21194 -2.29466 -0.09300 0.0402 -0.1543 0.3993
H 4.39311 -0.35616 -0.95833 -0.1253 0.2150 -0.1726
H 6.17224 -0.68421 -2.71291 0.1251 -0.1466 -0.1752
H 6.89583 -3.03680 -3.15317 0.0521 -0.0273 -0.3245
N 0.65088 -1.40055 -0.16893 -0.3420 1.8455 -0.3647
C -0.24744 -0.64314 0.55464 0.4454 0.1311 -2.4343
C -0.99067 0.41630 -0.03828 0.9505 -1.7157 -0.8393
C -0.79998 0.61293 -1.42230 0.1487 0.7580 1.0889
C 0.11293 -0.13702 -2.15983 -0.6948 0.9646 0.4230
C 0.86579 -1.05516 -1.49322 -0.7180 -1.3474 1.9074
H -0.36926 -0.84722 1.60816 0.1091 -0.3411 0.1310
H -1.74010 0.94024 0.53638 0.2173 0.3132 -0.0019
H -1.23485 1.48593 -1.88615 -0.5692 -0.1293 -0.2094
H 0.22418 0.04260 -3.21896 0.2213 0.0338 -0.0523
H 1.60161 -1.60396 -2.06225 0.2784 -0.3826 0.2950
N 1.40549 -2.29759 3.89702 2.0374 0.3692 -1.1222
C 2.10663 -2.84448 2.84891 0.0499 -0.7363 1.1858
C 3.40014 -3.40488 2.96890 -0.7837 0.9378 -0.0564
C 4.06300 -3.27063 4.17076 -0.6877 0.0714 -0.7571
C 3.42876 -2.56752 5.18103 0.6194 -0.7647 0.3672
C 2.13902 -2.06994 5.01239 -0.3240 -0.9608 -0.5699
H 1.59616 -2.96342 1.90463 -0.3202 0.1156 -0.0029
H 3.91706 -3.90330 2.16219 -0.3508 0.0162 -0.3416
H 5.04005 -3.72517 4.24265 0.0773 0.0942 0.4934
H 3.97725 -2.65419 6.10734 -0.4132 0.9303 0.5017
H 1.61217 -1.56106 5.80603 0.1169 -0.0241 0.1627
N 0.48888 8.27441 -4.02644 0.3313 -0.4518 1.6178
C 1.49389 8.67631 -3.18424 -1.0232 -0.6017 -0.7115
C 1.60080 8.34013 -1.81946 -0.7091 -0.3190 -1.4571
C 0.59169 7.50996 -1.33923 -0.0017 -0.4018 0.1266
C -0.41487 7.03957 -2.17490 0.0658 0.3348 -0.1707
C -0.44473 7.44557 -3.49969 0.8849 1.0256 -0.0848
H 2.21752 9.26138 -3.73238 0.3234 0.2397 0.4187
H 2.44994 8.64088 -1.22371 -0.0910 0.1355 0.0287
H 0.58728 7.14655 -0.32222 0.1582 0.1526 0.2389
H -1.19772 6.37882 -1.83290 0.0721 -0.0695 0.1403
H -1.25535 7.13973 -4.14448 0.0355 -0.1230 -0.1512
N -1.43086 3.49544 1.47935 -0.2918 0.3979 1.3114
C -1.80356 4.59041 0.77590 0.4729 0.0831 0.9856
C -2.21899 5.74134 1.39907 -1.0085 -0.1131 3.0723
C -2.43543 5.67399 2.82026 0.3663 0.4248 -1.1338
C -2.02615 4.59389 3.59758 -0.1482 0.1849 -1.5930
C -1.50498 3.52821 2.86284 -0.2294 0.1053 -1.9739
H -1.78319 4.63537 -0.30297 0.3573 -0.7916 -0.2456
H -2.52751 6.67913 0.96115 0.0964 -0.2281 -0.6456
H -2.96468 6.51098 3.25124 0.1917 0.1614 0.3006
H -2.15538 4.56141 4.66933 0.0449 -0.0673 -0.0011
H -1.21044 2.62367 3.37416 0.1998 -0.0771 -0.1900
N -2.06421 4.43846 -3.66860 0.7310 0.5796 -0.5569
C -3.08177 3.87821 -3.00364 1.3734 0.3129 -1.0105
C -3.54644 2.64534 -3.35511 -1.1145 -1.3999 -0.8704
C -2.98111 1.93165 -4.43865 1.3123 1.1561 0.1697
C -1.85710 2.49705 -5.07461 -1.2971 0.4421 0.7989
C -1.48306 3.79860 -4.69557 -0.3829 -1.3193 0.9124
H -3.48929 4.46971 -2.19714 -0.2244 -0.0862 0.1262
H -4.43880 2.30368 -2.85176 -0.0032 -0.4670 0.1053
H -3.28593 0.97083 -4.82634 -0.5114 -0.0506 0.5305
H -1.36201 1.94844 -5.86220 0.1305 0.1622 -0.1252
H -0.61434 4.21480 -5.18394 -0.0463 0.5984 0.0670
N 3.80480 2.24771 -4.86904 -0.6025 1.1359 -0.1113
C 3.10582 3.40102 -4.95632 0.5150 -0.2714 0.7363
C 2.25741 3.88547 -3.95442 -1.0450 -1.0547 0.2543
C 2.07721 3.11831 -2.80442 2.0263 -1.3179 -0.1337
C 2.92291 1.97963 -2.66025 -0.7995 0.9946 0.0514
C 3.71233 1.57181 -3.72094 -0.0090 0.3962 -0.2489
H 3.31305 4.04124 -5.80105 -0.1355 -0.1988 -0.3994
H 1.57414 4.70797 -4.10617 0.3912 0.4670 -0.1943
H 1.44433 3.34719 -1.95975 -0.2603 0.3972 -0.1958
H 2.96377 1.48403 -1.70155 -0.1421 -0.3195 -0.0463
H 4.34106 0.69427 -3.68871 -0.0595 -0.2303 0.3045
N 0.57139 -6.70347 4.83722 -0.2141 -0.9104 1.7174
C -0.03340 -7.79559 5.43612 -0.0992 1.4697 -2.4489
C -1.39355 -8.04800 5.24271 0.2699 1.4817 0.8350
C -2.20616 -6.99409 4.75631 1.9656 -0.4596 -0.5400
C -1.56471 -5.82363 4.25288 -1.2548 -1.4719 0.5852
C -0.17249 -5.73315 4.31082 -0.7288 -0.8539 0.6691
H 0.61753 -8.48539 5.95272 0.1162 -0.0619 -0.1032
H -1.84099 -8.95176 5.62924 -0.0530 -0.0528 0.0338
H -3.25665 -7.24421 4.77418 -0.2592 0.7417 -0.3950
H -2.17456 -5.05346 3.80420 0.0882 0.2541 0.1148
H 0.32493 -4.81192 4.04568 0.1985 -0.0904 -0.4932